Computed, not measured: a structure of composition C24H48AsF6O24Rb2 at a distorted geometry, with ωB97M-V/def2-TZVPD.

Atoms and positions in Å:
Rb (-5.1639, -0.1968, -2.9755)
Rb (-1.4985, -3.9518, -3.8986)
As (-1.9932, -0.9037, -1.4009)
F (-1.0161, -2.3736, -1.5938)
F (-3.4160, -1.7839, -0.8210)
F (-2.9077, 0.5912, -1.3490)
F (-0.6666, 0.0522, -1.9913)
F (-2.5798, -1.1336, -3.1050)
F (-1.4625, -0.6124, 0.2234)
C (-0.1367, 0.3402, -5.0168)
O (0.7600, 1.4323, -4.9545)
C (1.9988, 1.1241, -5.4286)
O (2.3166, 0.0219, -5.7389)
O (2.8114, 2.1573, -5.4449)
C (2.3937, 3.4767, -5.0966)
H (0.0661, -0.4601, -4.3072)
H (-0.1475, -0.0749, -6.0274)
H (-1.1217, 0.7807, -4.8736)
H (2.2149, 4.0153, -6.0325)
H (3.2643, 4.0010, -4.7058)
H (1.5338, 3.5510, -4.4422)
C (1.6565, -1.7196, 1.1800)
O (2.8193, -0.9657, 1.4404)
C (3.5806, -1.2862, 2.4702)
O (3.2841, -2.1136, 3.3079)
O (4.7316, -0.6432, 2.3760)
C (5.4849, -0.3945, 3.5420)
H (0.8080, -1.3404, 1.7521)
H (1.7228, -2.7838, 1.3979)
H (1.3530, -1.5810, 0.1463)
H (4.8709, -0.4757, 4.4404)
H (5.9610, 0.5828, 3.5327)
H (6.2922, -1.1076, 3.7248)
C (5.0980, -3.7095, 0.4742)
O (5.0547, -3.2998, -0.8884)
C (3.9849, -3.5131, -1.6172)
O (3.9538, -3.2797, -2.7862)
O (2.9750, -4.0591, -0.9381)
C (1.7214, -4.0943, -1.5783)
H (5.0229, -4.7935, 0.5294)
H (4.2704, -3.3465, 1.0962)
H (5.9449, -3.2452, 0.9698)
H (1.7773, -4.7689, -2.4349)
H (1.4137, -3.1016, -1.9075)
H (0.9415, -4.4365, -0.9014)
C (0.7675, 7.7892, -1.3749)
O (0.4239, 6.5062, -0.9404)
C (0.3083, 5.4927, -1.7625)
O (0.5568, 5.5218, -2.9339)
O (-0.0703, 4.4271, -1.0613)
C (-0.0752, 3.2092, -1.7641)
H (1.0316, 8.4703, -0.5737)
H (0.0318, 8.2150, -2.0604)
H (1.6673, 7.7487, -2.0055)
H (0.7627, 2.5581, -1.5013)
H (-0.0175, 3.3448, -2.8443)
H (-0.9730, 2.6425, -1.5214)
C (6.0271, 1.3045, -0.8227)
O (5.9493, 0.6625, -2.0798)
C (4.7847, 0.1966, -2.5425)
O (4.5868, -0.2951, -3.6108)
O (3.8233, 0.3830, -1.6316)
C (2.5225, -0.1122, -1.8459)
H (7.0170, 1.7471, -0.7925)
H (5.9050, 0.6002, 0.0078)
H (5.2298, 2.0132, -0.5922)
H (2.5146, -1.1958, -1.7148)
H (2.1000, 0.1747, -2.8066)
H (1.8806, 0.2382, -1.0398)
C (-1.6455, 4.8555, 3.6801)
O (-2.2416, 3.9164, 2.7981)
C (-2.5737, 4.3705, 1.5991)
O (-2.1927, 5.3768, 1.0802)
O (-3.3291, 3.4363, 1.0107)
C (-3.5950, 3.6162, -0.3660)
H (-0.7430, 5.3660, 3.3468)
H (-1.4625, 4.2702, 4.5782)
H (-2.3189, 5.6689, 3.9630)
H (-2.8216, 3.1671, -0.9864)
H (-3.6283, 4.6680, -0.6452)
H (-4.5273, 3.1126, -0.6045)
C (-2.2763, -4.3394, 1.0765)
O (-3.0943, -5.0001, 2.0272)
C (-4.3337, -4.5818, 2.1590)
O (-4.9465, -3.8221, 1.4417)
O (-4.8800, -5.2366, 3.1792)
C (-6.1977, -4.9719, 3.5909)
H (-2.7276, -4.5146, 0.0949)
H (-1.2737, -4.7508, 1.1041)
H (-2.2734, -3.2609, 1.2287)
H (-6.9717, -5.3152, 2.9027)
H (-6.3397, -3.9060, 3.7735)
H (-6.3506, -5.5052, 4.5267)
C (-5.8115, -2.5630, 6.0714)
O (-5.5382, -1.5115, 5.1577)
C (-4.3548, -1.5234, 4.5440)
O (-3.3776, -2.1419, 4.8531)
O (-4.4481, -0.6543, 3.5438)
C (-3.3781, -0.5320, 2.6221)
H (-5.0740, -3.3611, 6.0711)
H (-6.8036, -2.9669, 5.8633)
H (-5.9110, -2.1218, 7.0650)
H (-2.4293, -0.5582, 3.1568)
H (-3.4570, 0.4137, 2.0919)
H (-3.3998, -1.3185, 1.8681)

Charge: +1
HOMO level (Eh): -0.42936
Electronic energy (eV): -153258.9527

Computed, not measured: a structure of composition C24H48BCl4CuF4O10S5 at a distorted geometry, with ωB97M-V/def2-TZVPD.

Atoms and positions in Å:
Cu (0.5020, 3.2020, -1.6906)
B (0.4867, 0.5852, -1.4613)
F (-0.7600, 1.2629, -1.4925)
F (1.0818, 0.9217, -0.2289)
F (0.2885, -0.7809, -1.5977)
F (1.3251, 1.0947, -2.4807)
C (2.4738, 3.9282, 3.0120)
C (2.4535, 2.5834, 2.2755)
C (3.6855, 1.7713, 2.7468)
S (4.3321, 2.5324, 4.2752)
O (5.5123, 3.3079, 3.9588)
O (4.3293, 1.5799, 5.3693)
C (2.8992, 3.6297, 4.4515)
H (1.5385, 4.4758, 3.0572)
H (3.2531, 4.5386, 2.5444)
H (2.5454, 2.6699, 1.1967)
H (1.5472, 2.0741, 2.5954)
H (4.4943, 1.8083, 2.0238)
H (3.3087, 0.7850, 3.0077)
H (3.1704, 4.3855, 5.1850)
H (2.1706, 2.9590, 4.9170)
C (-0.4132, -5.0923, -0.4120)
C (0.1835, -3.8223, -1.0629)
C (0.5627, -4.1245, -2.5295)
S (0.0934, -5.8432, -2.8884)
O (1.1035, -6.5586, -3.6204)
O (-1.2706, -5.8161, -3.3922)
C (0.1343, -6.3228, -1.1287)
H (-1.4996, -5.0839, -0.4097)
H (-0.0698, -5.1753, 0.6209)
H (1.0713, -3.5115, -0.5231)
H (-0.5609, -3.0383, -1.0944)
H (1.6450, -4.0889, -2.6707)
H (0.1328, -3.4539, -3.2690)
H (1.1884, -6.4822, -0.8986)
H (-0.4028, -7.2593, -1.0032)
C (2.9042, -2.4713, 3.1913)
C (1.8122, -2.7779, 2.1647)
C (0.8387, -1.5899, 2.0946)
S (0.6745, -1.1008, 3.8535)
O (-0.5249, -1.6974, 4.4008)
O (0.9170, 0.3372, 3.9166)
C (2.0993, -2.0751, 4.4256)
H (3.4625, -1.6264, 2.7997)
H (3.4926, -3.3591, 3.4026)
H (1.2000, -3.6435, 2.4418)
H (2.2452, -2.9675, 1.1821)
H (-0.1498, -1.7201, 1.6685)
H (1.3727, -0.7566, 1.6325)
H (1.6261, -2.9344, 4.9071)
H (2.6014, -1.5713, 5.2530)
C (-3.4554, 2.6510, 1.0523)
C (-2.7972, 1.8206, 2.1737)
C (-1.3100, 2.0097, 1.9174)
S (-1.0991, 3.7522, 1.5475)
O (-0.2377, 3.8622, 0.3754)
O (-0.7927, 4.4662, 2.7755)
C (-2.8408, 4.0404, 1.0728)
H (-4.5307, 2.7358, 1.2370)
H (-3.4020, 2.1559, 0.0828)
H (-3.0961, 0.7744, 2.1200)
H (-3.0253, 2.1434, 3.1916)
H (-1.0092, 1.4483, 1.0327)
H (-0.6177, 1.7042, 2.7023)
H (-2.7614, 4.5781, 0.1298)
H (-3.2483, 4.6616, 1.8670)
C (-3.6055, 3.2415, -5.6145)
C (-2.3595, 2.3558, -5.5777)
C (-2.2471, 1.7762, -4.1597)
S (-2.9868, 3.0184, -3.0387)
O (-1.9434, 3.7147, -2.3217)
O (-4.0635, 2.3836, -2.3090)
C (-3.6858, 4.0734, -4.3478)
H (-4.5175, 2.6459, -5.7140)
H (-3.6103, 3.8676, -6.5071)
H (-1.4710, 2.9620, -5.7754)
H (-2.3915, 1.5626, -6.3191)
H (-1.3047, 1.5192, -3.6862)
H (-2.9053, 0.9064, -4.1383)
H (-3.0787, 4.9794, -4.4209)
H (-4.6594, 4.4329, -4.0210)
Cl (-2.6047, -2.6493, 0.5276)
C (-2.9755, -1.4043, -0.7232)
C (-3.3214, -2.1317, -2.0267)
Cl (-5.0013, -2.7061, -1.9595)
H (-2.1260, -0.7396, -0.8585)
H (-3.8308, -0.8546, -0.3456)
H (-2.6835, -2.9858, -2.2347)
H (-3.2662, -1.4362, -2.8634)
Cl (4.2230, -0.6309, 0.3146)
C (3.1473, -1.1872, -1.0159)
C (3.5165, -2.5909, -1.4752)
Cl (5.2214, -2.8178, -1.8839)
H (3.3287, -0.4734, -1.8108)
H (2.1383, -1.2011, -0.6181)
H (2.9265, -2.8094, -2.3656)
H (3.2540, -3.3124, -0.7046)

Charge: 0
HOMO level (Eh): -0.35650
Electronic energy (eV): -206598.5922

> What is the HOMO level in the second record?

-0.35650 Eh